{
  "formula": "C23H20F3I2O4PtSb",
  "method": "ωB97M-V/def2-TZVPD",
  "max_force_ha_per_bohr": 0.0146,
  "orbital_gap_ev": 6.7,
  "symbols": ["Pt", "I", "C", "I", "H", "H", "C", "C", "O", "O", "H", "H", "H", "F", "C", "F", "F", "C", "O", "O", "C", "C", "C", "C", "C", "C", "Sb", "C", "C", "C", "C", "C", "C", "C", "C", "C", "C", "C", "C", "H", "H", "H", "H", "H", "H", "H", "H", "H", "H", "H", "H", "H", "H", "H"],
  "coordinates": [[-0.7905, 2.1736, -0.5834], [1.3609, 3.0343, -1.7163], [0.5821, 4.9982, -1.3890], [-1.5375, 4.7878, -1.3997], [0.9252, 5.6753, -2.1613], [0.8507, 5.2463, -0.3679], [0.1378, 3.7362, 3.6088], [-0.0447, 3.3517, 2.1506], [0.3969, 4.1301, 1.2643], [-0.6274, 2.2644, 1.9166], [0.7881, 4.6014, 3.7123], [0.5430, 2.8870, 4.1592], [-0.8384, 3.9644, 4.0392], [-4.5251, 0.5588, 2.4310], [-4.4638, 0.7506, 1.1145], [-5.0956, -0.2736, 0.5147], [-5.1300, 1.8659, 0.8229], [-2.9935, 0.7808, 0.6355], [-2.2915, -0.1809, 0.8920], [-2.7003, 1.8237, -0.0359], [-2.0017, -4.7764, -1.0668], [-2.8808, -3.7123, -1.2044], [-2.4214, -2.4071, -1.0922], [-1.0787, -2.1653, -0.8448], [-0.1933, -3.2326, -0.7237], [-0.6558, -4.5360, -0.8249], [-0.1798, -0.2589, -0.6497], [1.3135, -0.5826, -2.1527], [2.6158, -0.0987, -2.0404], [3.5220, -0.2477, -3.0833], [3.1332, -0.8786, -4.2559], [1.8407, -1.3705, -4.3755], [0.9399, -1.2237, -3.3310], [0.8730, -0.5219, 1.1659], [0.3658, -1.4016, 2.1137], [0.9713, -1.5125, 3.3577], [2.0834, -0.7425, 3.6622], [2.5818, 0.1518, 2.7248], [1.9716, 0.2683, 1.4860], [-2.3652, -5.7928, -1.1475], [-3.9311, -3.8931, -1.3931], [-3.1229, -1.5889, -1.1807], [0.8611, -3.0574, -0.5385], [0.0356, -5.3616, -0.7149], [2.9578, 0.3588, -1.1185], [4.5341, 0.1212, -2.9741], [3.8369, -0.9942, -5.0701], [1.5324, -1.8731, -5.2836], [-0.0614, -1.6271, -3.4392], [-0.5130, -1.9958, 1.8961], [0.5631, -2.1952, 4.0921], [2.5523, -0.8262, 4.6344], [3.4334, 0.7755, 2.9654], [2.3401, 1.0224, 0.7989]],
  "atomic_forces_ev_per_a": [[-0.56, 0.01, -0.42], [0.06, 0.17, 0.07], [-0.02, -0.09, -0.02], [0.20, 0.01, 0.07], [-0.03, -0.01, -0.02], [0.01, 0.01, 0.00], [-0.01, -0.02, 0.03], [0.16, 0.03, -0.09], [-0.04, -0.04, 0.04], [-0.05, 0.11, -0.08], [0.00, 0.00, -0.01], [0.00, 0.01, 0.00], [0.00, 0.00, -0.01], [-0.01, -0.03, 0.07], [0.09, 0.01, 0.00], [-0.04, -0.05, -0.03], [-0.03, 0.03, 0.00], [-0.01, 0.41, -0.05], [0.03, -0.19, 0.04], [-0.02, -0.18, 0.14], [0.02, 0.02, 0.00], [-0.02, -0.01, -0.01], [-0.07, 0.07, 0.01], [0.06, 0.06, -0.25], [0.02, -0.04, -0.01], [-0.04, -0.03, -0.01], [0.37, -0.31, 0.57], [0.02, 0.08, 0.00], [0.05, -0.06, 0.11], [0.01, -0.02, -0.05], [0.00, 0.01, 0.03], [0.02, -0.01, -0.02], [-0.06, 0.01, -0.05], [-0.05, -0.03, -0.02], [0.02, -0.09, 0.00], [0.01, -0.01, 0.00], [0.00, 0.01, -0.02], [0.00, -0.02, 0.04], [0.00, 0.11, -0.03], [0.00, 0.00, 0.00], [0.01, -0.01, 0.00], [0.00, 0.02, 0.01], [-0.01, 0.02, -0.01], [0.00, 0.00, 0.00], [-0.03, 0.01, -0.03], [0.00, 0.00, 0.00], [0.00, 0.00, 0.00], [0.01, 0.00, 0.00], [0.00, 0.02, 0.01], [-0.01, 0.02, -0.01], [0.01, 0.00, 0.00], [0.00, 0.00, -0.01], [-0.01, 0.00, 0.00], [-0.04, -0.01, 0.01]],
  "mulliken_charge": [1.964, 0.221, -0.892, 0.124, 0.471, 0.417, -1.173, 0.736, -0.624, -0.632, 0.334, 0.281, 0.277, -0.245, 0.749, -0.259, -0.256, 0.481, -0.516, -0.735, -0.462, -0.528, -0.553, 0.446, -0.252, -0.732, -0.095, 0.484, -0.124, -0.814, -0.510, -0.632, -0.621, 1.169, -0.435, -0.807, -0.513, -0.880, -0.429, 0.385, 0.414, 0.298, 0.380, 0.410, 0.374, 0.416, 0.382, 0.398, 0.405, 0.351, 0.401, 0.382, 0.397, 0.170]
}